Molecular formula: C27H30BN2O4PbS2
Method: DFT, ωB97M-V/def2-TZVPD

XYZ file:
```
67
Properties=species:S:1:pos:R:3
C -3.23839 4.11506 -3.24104
B -3.37030 2.57924 -3.74855
O -4.11637 2.29711 -4.90195
C -2.67528 1.39990 -2.90412
C -2.58314 1.48184 -1.43923
C -1.97425 0.38595 -0.67086
C -1.40599 -0.84576 -1.27062
C -1.50368 -0.93172 -2.74096
C -0.95634 -2.13389 -3.57714
O -0.93469 -3.24741 -3.04500
O -0.54624 -1.85931 -4.77087
C -2.11064 0.17412 -3.52919
N -0.79225 -1.93375 -0.53511
C 0.63626 -1.66216 -0.19251
C 1.44123 -0.89174 -1.30382
C 1.56508 0.66645 -0.96002
N 2.92033 0.99582 -0.46257
C 3.43808 2.25629 -1.01431
C 3.54103 3.34821 0.13252
C 4.43155 3.12871 1.28081
C 4.48642 4.12760 2.35708
C 3.67098 5.35183 2.25065
C 2.77618 5.59015 1.10602
C 2.73022 4.54804 -0.00476
O 1.84437 4.75439 -1.15953
C -1.46073 -2.21888 0.72137
C -1.51835 -3.63054 1.14748
C -2.15390 -3.96429 2.44597
C -2.12333 -5.50239 2.84004
C -0.60926 -5.96074 2.74543
C 0.37172 -5.11543 3.63041
S 2.15829 -5.60771 3.40749
C -2.76586 -2.95005 3.30838
C -2.71606 -1.54020 2.89610
C -2.05407 -1.23731 1.63595
S -1.92696 0.51886 1.12904
H -4.19193 4.48837 -2.76412
H -2.39334 4.16748 -2.50112
H -3.02013 4.82580 -4.08428
H -3.97632 2.97412 -5.58856
H -2.99160 2.36760 -0.89820
H -2.17458 0.13653 -4.64775
H 1.13398 -2.67239 -0.08270
H 0.77568 -1.16578 0.81719
H 1.10012 -1.08204 -2.35027
H 2.50104 -1.28051 -1.24887
H 1.27328 1.21209 -1.89435
H 0.77544 0.88538 -0.18773
H 2.95381 1.01208 0.55911
H 4.46365 2.18873 -1.46420
H 2.77084 2.69363 -1.80910
H 5.07442 2.22458 1.36699
H 5.14848 4.01220 3.25255
H 3.67724 6.14072 3.04067
H 2.12666 6.53096 1.02593
H 1.19481 4.01921 -1.05213
H -1.09119 -4.44225 0.50525
H -2.78904 -6.09976 2.15605
H -2.51139 -5.55410 3.89927
H -0.58137 -7.01611 3.15586
H -0.27641 -6.06598 1.67383
H 0.34219 -4.01267 3.42855
H 0.14752 -5.28763 4.71855
H 2.71941 -4.64672 2.58440
H -3.24913 -3.22302 4.27251
H -3.18544 -0.77919 3.56727
Pb 1.77764 6.96236 -1.01317
```

As for the net charge: +1. As for the LUMO energy: -7.4231 eV.

---

Molecular formula: C5H13NO2
Method: DFT, ωB97M-V/def2-TZVPD

XYZ file:
```
21
Properties=species:S:1:pos:R:3
C -0.15552 0.08525 0.20406
C -1.35990 0.32181 -0.33235
N -2.26890 1.32033 0.04541
C 0.69431 -1.12050 -0.13837
C 1.35359 -0.84392 -1.53176
C 2.23285 -1.69466 -2.05345
H 0.10473 0.54899 1.15789
H -1.68506 -0.33721 -1.12838
H -2.71286 1.69999 -0.78275
H -1.89844 2.06407 0.59759
H 0.02073 -1.92439 -0.39471
H 1.39704 -1.29683 0.66221
H 0.91539 -0.01472 -2.07121
H 2.73480 -1.37395 -2.96171
H 2.58897 -2.59007 -1.57295
H 0.57322 2.79894 -0.83820
H 0.15963 2.18502 0.61506
O 0.27767 2.97369 0.07154
H -1.48565 -1.13549 2.89950
H -0.76624 -0.97569 4.24449
O -0.72038 -0.69067 3.30810
```

As for the net charge: -1. The expectation value of S² is 0.750. The value obtained for the relative energy (zero: lowest compared OMol25 entry of this formula, charge and spin) is 70.39 kcal per mole. Its multiplicity is 2. As for the LUMO energy (alpha / beta): 3.3419 / 3.2440 eV.

---

Molecular formula: C6H12N
Method: DFT, ωB97M-V/def2-TZVPD

XYZ file:
```
19
Properties=species:S:1:pos:R:3
C -4.14027 -0.84903 0.16694
C 1.99093 0.33608 -1.97591
C 1.45397 0.04125 -0.75829
C -0.04070 -0.04051 -0.53451
C 2.07344 0.55049 1.67484
C 2.27874 -0.14313 0.36768
N -2.98085 -0.18915 0.15662
H -4.51185 -1.11631 1.16632
H -3.87882 0.43150 0.55488
H 1.53555 0.57424 -2.91970
H 3.08290 0.33816 -1.99118
H -0.57584 0.75404 -1.06553
H -0.37838 -0.95811 -1.02548
H 2.12582 -0.24000 2.43225
H 2.77354 1.35653 1.88932
H 3.31147 -0.51345 0.34020
H -4.72464 -1.17050 -0.70533
H 1.02699 0.86573 1.74119
H -0.42201 -0.02782 0.48567
```

As for the net charge: +1. The value obtained for the relative energy (zero: lowest compared OMol25 entry of this formula, charge and spin) is 153.67 kcal per mole. As for the LUMO energy: -6.7719 eV.

---

Molecular formula: C7H8N2S
Method: DFT, ωB97M-V/def2-TZVPD

XYZ file:
```
18
Properties=species:S:1:pos:R:3
C 0.85439 0.10574 -0.28648
C 1.66093 -1.06433 0.04590
C -1.13727 1.30231 -1.32195
C -1.57953 1.13170 -0.10949
C -0.54325 0.09539 -0.60762
C 1.27186 -2.46228 -0.02264
C -2.19621 1.74397 1.05984
N 1.54064 1.19896 -0.20359
N 2.93234 -0.76114 0.24964
S 3.06500 0.86743 0.25656
H -1.35628 1.62575 -2.29448
H -0.86703 -0.84876 -0.74686
H 1.21420 -2.89647 -1.12784
H 2.02108 -3.19418 0.47685
H 0.17105 -2.47502 0.39704
H -2.46095 1.01759 1.70862
H -3.01379 2.27295 0.84357
H -1.57717 2.34038 1.68294
```

As for the net charge: 0. The value obtained for the relative energy (zero: lowest compared OMol25 entry of this formula, charge and spin) is 80.28 kcal per mole. As for the LUMO energy: 0.8198 eV.

---

Molecular formula: C9H14NP
Method: DFT, ωB97M-V/def2-TZVPD

XYZ file:
```
25
Properties=species:S:1:pos:R:3
C -2.51908 -0.70888 -2.09885
C -2.28850 -1.82885 -1.24762
C -1.40906 0.06943 -2.42724
C -1.03345 -1.90105 -0.60131
C -0.23467 -0.07821 -1.81788
C 0.00354 -1.05159 -0.85514
C -0.48730 1.15257 1.69543
C 2.22895 1.76547 0.84435
C 1.30862 -1.03305 -0.20079
N 1.46175 0.32719 3.33271
P 1.15812 0.56102 1.79758
H -3.26800 -0.71259 -2.86862
H -3.09522 -2.40024 -0.89293
H -1.62159 0.81527 -3.17535
H -0.93530 -2.70140 0.20125
H 0.53520 0.45914 -2.17102
H -0.78275 1.20573 2.82505
H -0.78770 2.15224 1.31538
H -1.21264 0.28259 1.21397
H 1.66060 1.87251 -0.07278
H 2.02142 2.73581 1.18511
H 3.23385 1.43202 0.67654
H 1.57774 -1.81291 0.48360
H 2.13600 -0.63687 -0.83902
H 2.34947 0.03466 3.69758
```

As for the net charge: 0. The value obtained for the relative energy (zero: lowest compared OMol25 entry of this formula, charge and spin) is 23.92 kcal per mole. As for the LUMO energy (alpha / beta): 0.0472 / 0.0473 eV.

---

Molecular formula: C2H7N2O
Method: DFT, ωB97M-V/def2-TZVPD

XYZ file:
```
12
Properties=species:S:1:pos:R:3
C -2.06397 -0.11490 -0.51229
C 0.11679 -0.73450 -0.33718
N 2.50385 0.89347 1.12197
N -1.03952 -0.69664 0.14441
O 3.69101 1.12395 0.82145
H -2.09193 1.01542 -0.12115
H -1.88230 -0.07617 -1.58284
H -3.04119 -0.64138 -0.40655
H 0.83457 -1.21912 0.26709
H 0.27389 -0.49165 -1.36733
H 3.87996 2.06334 0.88130
H -1.18116 -1.12182 1.09113
```

As for the net charge: +1. The value obtained for the relative energy (zero: lowest compared OMol25 entry of this formula, charge and spin) is 143.93 kcal per mole. As for the LUMO energy (alpha / beta): -5.1492 / -5.1141 eV.

---

Values of E, in order: -2470.81777 -403.42972 -290.07702 -779.10989 -747.32597 -264.70182, all in a.u..